--- P ---
The following is a quantum chemistry calculation of a cluster of 11 separate species, C44H121N11O11 in total, from the Open Molecules 2025 dataset.

- LUMO level: 0.0185 hartree
- Highest occupied orbital energy: -8.7 eV
- SMILES string: COC[C@H](C)N.COC[C@H](C)N.COC[C@H](C)N.COC[C@H](C)N.COC[C@H](C)N.COC[C@H](C)N.COC[C@H](C)N.COC[C@H](C)N.COC[C@H](C)N.COC[C@H](C)N.COC[C@H](C)N
- HOMO-LUMO gap: 9.1938 eV

The geometry in ORCA input format:
```
! wB97M-V def2-TZVPD RIJCOSX def2/J DEFGRID3
* xyz 0 1
C 3.561 -3.089 -7.422
C 2.370 -2.603 -6.561
C 2.244 -3.518 -5.337
O 1.720 -4.712 -5.871
C 0.888 -5.432 -5.015
N 2.748 -1.229 -6.178
H 3.370 -4.116 -7.742
H 4.464 -3.081 -6.810
H 3.761 -2.469 -8.297
H 1.449 -2.525 -7.149
H 1.513 -3.002 -4.697
H 3.193 -3.611 -4.806
H 0.017 -4.833 -4.722
H 1.302 -5.869 -4.096
H 0.471 -6.319 -5.499
H 3.004 -0.653 -6.969
H 1.850 -0.868 -5.844
C -3.463 1.382 4.061
C -4.713 1.824 4.810
C -4.485 2.317 6.227
O -3.967 1.265 7.012
C -3.538 1.655 8.315
N -5.569 2.786 4.068
H -3.748 1.116 3.042
H -3.061 0.524 4.594
H -2.794 2.244 3.972
H -5.424 0.990 4.752
H -5.494 2.463 6.631
H -3.930 3.258 6.153
H -2.484 1.917 8.217
H -3.642 0.744 8.897
H -4.075 2.510 8.726
H -6.099 2.268 3.380
H -5.002 3.390 3.470
C -2.578 -0.080 -5.614
C -1.477 -0.800 -6.361
C -1.909 -2.205 -6.725
O -1.942 -2.969 -5.517
C -2.860 -4.050 -5.594
N -1.112 -0.025 -7.571
H -2.908 -0.584 -4.703
H -3.499 0.124 -6.164
H -2.172 0.882 -5.285
H -0.555 -0.833 -5.773
H -1.213 -2.734 -7.385
H -2.885 -2.197 -7.222
H -3.903 -3.723 -5.645
H -2.713 -4.671 -4.714
H -2.590 -4.590 -6.508
H -1.307 0.962 -7.438
H -0.100 -0.035 -7.656
C 4.376 -6.020 1.288
C 3.083 -6.129 0.500
C 1.955 -5.311 1.130
O 2.158 -3.933 0.919
C 1.860 -3.104 2.037
N 3.366 -5.900 -0.917
H 4.717 -4.984 1.377
H 5.165 -6.616 0.823
H 4.322 -6.425 2.302
H 2.784 -7.183 0.556
H 1.771 -5.589 2.169
H 1.087 -5.592 0.511
H 2.505 -3.405 2.874
H 0.888 -3.339 2.476
H 2.023 -2.061 1.797
H 3.867 -5.033 -1.065
H 2.450 -5.818 -1.355
C 0.483 -0.254 -3.074
C 0.642 -0.204 -1.559
C -0.541 0.435 -0.896
O -0.277 0.483 0.493
C -1.342 1.069 1.227
N 0.886 -1.596 -1.145
H 1.380 -0.460 -3.660
H 0.281 0.775 -3.418
H -0.346 -0.929 -3.295
H 1.596 0.338 -1.482
H -1.455 -0.149 -1.096
H -0.804 1.431 -1.277
H -2.076 0.278 1.398
H -1.756 1.936 0.705
H -1.019 1.441 2.198
H 0.447 -1.713 -0.231
H 1.841 -1.870 -0.934
C 4.234 -0.667 -2.391
C 4.177 -2.094 -1.856
C 5.415 -2.893 -2.238
O 6.557 -2.282 -1.666
C 7.711 -3.092 -1.750
N 3.945 -2.063 -0.394
H 5.260 -0.304 -2.466
H 3.634 0.076 -1.873
H 3.865 -0.699 -3.425
H 3.361 -2.695 -2.276
H 5.468 -3.042 -3.329
H 5.364 -3.932 -1.885
H 7.566 -4.134 -2.031
H 8.190 -3.097 -0.761
H 8.504 -2.614 -2.334
H 4.888 -2.009 -0.003
H 3.619 -2.973 -0.059
C -5.701 -1.281 -0.278
C -5.665 -0.996 1.224
C -7.041 -0.662 1.791
O -7.565 0.495 1.179
C -8.736 0.916 1.831
N -5.165 -2.132 1.976
H -6.295 -2.166 -0.530
H -4.721 -1.622 -0.627
H -6.037 -0.405 -0.832
H -5.018 -0.125 1.358
H -6.916 -0.493 2.869
H -7.671 -1.557 1.720
H -9.080 1.921 1.568
H -8.547 1.112 2.896
H -9.583 0.241 1.695
H -5.847 -2.870 2.049
H -4.223 -2.448 1.835
C 5.419 1.502 -5.146
C 4.189 2.371 -4.874
C 4.316 3.250 -3.640
O 3.114 3.953 -3.390
C 2.186 3.177 -2.647
N 3.761 3.049 -6.119
H 5.547 0.811 -4.315
H 6.285 2.178 -5.163
H 5.465 0.974 -6.095
H 3.351 1.676 -4.736
H 5.162 3.935 -3.731
H 4.567 2.650 -2.758
H 2.129 2.207 -3.147
H 1.185 3.583 -2.779
H 2.400 3.116 -1.581
H 3.163 3.811 -5.796
H 4.567 3.492 -6.557
C 0.192 4.949 -0.336
C 1.404 5.015 0.586
C 1.108 6.066 1.652
O 0.921 7.360 1.094
C 2.140 8.016 0.742
N 1.637 3.714 1.249
H 0.133 5.839 -0.973
H -0.769 4.934 0.183
H 0.164 4.157 -1.084
H 2.309 5.259 0.033
H 1.886 6.147 2.421
H 0.168 5.871 2.175
H 2.680 8.329 1.636
H 1.815 8.942 0.264
H 2.657 7.432 -0.017
H 0.840 3.393 1.789
H 1.665 3.049 0.480
C 0.205 3.196 4.476
C -0.090 3.954 5.771
C -0.914 5.158 5.424
O -1.100 5.946 6.597
C -1.896 7.089 6.322
N -0.857 3.111 6.684
H -0.607 2.619 4.025
H 1.030 2.486 4.561
H 0.467 3.873 3.661
H 0.836 4.256 6.278
H -1.925 4.800 5.187
H -0.479 5.696 4.577
H -2.909 6.747 6.091
H -1.429 7.669 5.525
H -1.995 7.716 7.206
H -1.014 3.642 7.538
H -0.231 2.353 6.951
C -1.984 -3.433 6.066
C -2.481 -2.378 5.043
C -1.484 -2.196 3.887
O -0.206 -1.723 4.266
C -0.029 -0.457 4.824
N -3.734 -2.960 4.519
H -2.606 -3.455 6.960
H -0.933 -3.245 6.301
H -1.995 -4.414 5.585
H -2.584 -1.508 5.703
H -1.948 -1.310 3.414
H -1.415 -3.009 3.173
H -0.747 0.252 4.389
H 0.903 0.038 4.536
H -0.061 -0.498 5.915
H -4.281 -3.129 5.358
H -4.248 -2.270 3.964
*
```

Atom charges from the Löwdin analysis, given in e for atoms 1 to 99: C -0.059; C -0.416; C -0.191; O -0.169; C -0.117; N 0.042; H 0.075; H 0.076; H 0.071; H 0.129; H 0.120; H 0.121; H 0.077; H 0.081; H 0.088; H 0.070; H 0.042; C -0.046; C -0.425; C -0.214; O -0.195; C -0.092; N 0.039; H 0.060; H 0.059; H 0.069; H 0.131; H 0.125; H 0.120; H 0.055; H 0.086; H 0.088; H 0.047; H 0.068; C -0.064; C -0.435; C -0.203; O -0.220; C -0.108; N 0.042; H 0.077; H 0.084; H 0.075; H 0.108; H 0.122; H 0.126; H 0.087; H 0.084; H 0.089; H 0.063; H 0.057; C -0.069; C -0.442; C -0.198; O -0.237; C -0.083; N 0.061; H 0.075; H 0.076; H 0.077; H 0.134; H 0.129; H 0.125; H 0.093; H 0.070; H 0.087; H 0.031; H 0.072; C -0.080; C -0.423; C -0.205; O -0.184; C -0.098; N 0.081; H 0.049; H 0.071; H 0.078; H 0.110; H 0.136; H 0.122; H 0.076; H 0.091; H 0.057; H 0.061; H 0.024; C -0.051; C -0.409; C -0.216; O -0.180; C -0.105; N 0.055; H 0.070; H 0.061; H 0.062; H 0.124; H 0.130; H 0.104; H 0.087; H 0.086

--- Q ---
The following is a quantum chemistry calculation of a cluster of 11 separate species, C44H121N11O11 in total, from the Open Molecules 2025 dataset.

- LUMO level: 0.0099 hartree
- Highest occupied orbital energy: -8.4 eV
- SMILES string: COC[C@H](C)N.COC[C@H](C)N.COC[C@H](C)N.COC[C@H](C)N.COC[C@H](C)N.COC[C@H](C)N.COC[C@H](C)N.COC[C@H](C)N.COC[C@H](C)N.COC[C@H](C)N.COC[C@H](C)N
- HOMO-LUMO gap: 8.6978 eV

The geometry in ORCA input format:
```
! wB97M-V def2-TZVPD RIJCOSX def2/J DEFGRID3
* xyz 0 1
C 2.347 4.713 -1.120
C 3.823 5.027 -1.266
C 4.632 3.911 -1.884
O 4.600 2.758 -1.068
C 5.530 1.719 -1.323
N 3.922 6.268 -2.063
H 2.197 3.789 -0.544
H 1.894 4.353 -2.053
H 1.772 5.503 -0.649
H 4.198 5.246 -0.262
H 5.695 4.207 -1.929
H 4.370 3.653 -2.924
H 6.545 2.129 -1.303
H 5.259 1.379 -2.326
H 5.455 0.957 -0.556
H 4.904 6.446 -2.256
H 3.437 6.104 -2.941
C -3.577 1.271 8.518
C -4.307 1.844 7.300
C -3.732 1.181 6.033
O -2.426 1.615 5.828
C -1.947 1.376 4.538
N -5.753 1.641 7.427
H -3.816 0.207 8.536
H -3.932 1.754 9.429
H -2.506 1.459 8.450
H -4.032 2.896 7.149
H -4.443 1.429 5.235
H -3.850 0.092 6.140
H -1.599 0.336 4.429
H -1.061 1.981 4.335
H -2.653 1.554 3.717
H -6.267 2.495 7.602
H -6.119 1.300 6.546
C 2.453 2.152 -5.800
C 3.198 2.999 -6.820
C 4.715 2.801 -6.851
O 5.236 3.588 -7.879
C 6.633 3.556 -7.931
N 2.620 2.613 -8.126
H 1.480 2.622 -5.672
H 2.946 2.196 -4.820
H 2.362 1.094 -6.037
H 2.952 4.060 -6.763
H 4.899 1.731 -7.034
H 5.135 3.037 -5.863
H 7.026 4.208 -8.706
H 7.011 2.551 -8.199
H 7.115 3.721 -6.959
H 3.089 3.066 -8.905
H 2.790 1.620 -8.268
C -0.775 -0.197 0.759
C 0.347 -1.047 0.139
C 0.689 -0.566 -1.261
O 1.202 0.745 -1.130
C 1.801 1.250 -2.288
N 1.533 -0.848 0.978
H -0.562 0.865 0.625
H -0.919 -0.357 1.827
H -1.720 -0.415 0.240
H 0.029 -2.091 0.192
H -0.176 -0.588 -1.932
H 1.498 -1.187 -1.661
H 2.618 0.659 -2.716
H 1.937 2.313 -2.131
H 1.077 1.277 -3.125
H 1.353 -0.804 1.966
H 2.135 -0.096 0.685
C 0.913 -4.091 -3.067
C 0.139 -4.012 -4.369
C -0.644 -5.283 -4.593
O -1.360 -5.324 -5.836
C -0.531 -5.451 -6.967
N -0.712 -2.806 -4.266
H 1.484 -3.184 -2.884
H 1.608 -4.939 -3.028
H 0.310 -4.332 -2.184
H 0.853 -3.776 -5.161
H -1.492 -5.420 -3.921
H -0.037 -6.198 -4.566
H 0.085 -4.566 -7.155
H -1.149 -5.629 -7.844
H 0.140 -6.306 -6.815
H -1.368 -2.926 -5.037
H -1.218 -2.759 -3.389
C 2.121 -4.337 4.739
C 2.522 -3.968 3.307
C 1.246 -3.737 2.474
O 0.227 -4.685 2.659
C 0.555 -5.997 2.257
N 3.346 -2.748 3.266
H 2.455 -5.350 4.976
H 1.051 -4.343 4.933
H 2.589 -3.631 5.424
H 2.991 -4.812 2.780
H 1.443 -3.692 1.393
H 0.864 -2.765 2.802
H -0.360 -6.578 2.270
H 1.330 -6.421 2.904
H 0.973 -5.972 1.240
H 4.259 -3.140 3.513
H 3.556 -2.462 2.302
C -8.407 3.042 2.867
C -7.171 2.158 2.630
C -6.612 2.373 1.228
O -5.283 1.882 1.204
C -4.595 2.300 0.038
N -6.172 2.456 3.666
H -9.305 2.519 2.538
H -8.264 4.025 2.418
H -8.559 3.180 3.938
H -7.474 1.123 2.814
H -6.524 3.463 1.082
H -7.319 2.075 0.445
H -5.193 2.106 -0.850
H -3.654 1.748 0.013
H -4.272 3.340 0.159
H -6.004 3.459 3.739
H -5.332 2.100 3.205
C -7.057 -0.590 5.540
C -6.707 -1.385 4.259
C -5.259 -1.140 3.837
O -5.011 -1.891 2.661
C -3.955 -1.346 1.911
N -7.140 -2.765 4.403
H -8.106 -0.842 5.711
H -6.877 0.455 5.316
H -6.571 -0.913 6.461
H -7.291 -0.968 3.434
H -4.513 -1.361 4.607
H -5.271 -0.084 3.535
H -3.066 -1.297 2.557
H -4.144 -0.315 1.595
H -3.683 -1.997 1.085
H -6.729 -3.215 5.218
H -6.767 -3.305 3.624
C -2.797 3.917 -4.188
C -3.787 2.746 -4.250
C -3.168 1.433 -3.736
O -1.767 1.446 -3.930
C -1.308 0.668 -5.010
N -5.068 3.071 -3.620
H -2.107 3.904 -5.035
H -2.239 4.103 -3.268
H -3.372 4.843 -4.301
H -4.047 2.542 -5.296
H -3.680 0.591 -4.209
H -3.283 1.333 -2.651
H -1.568 -0.387 -4.885
H -0.226 0.764 -5.083
H -1.693 0.984 -5.991
H -5.454 3.898 -4.066
H -4.957 3.408 -2.664
C 1.908 1.747 5.304
C 2.159 0.605 4.313
C 3.418 0.823 3.491
O 3.214 1.982 2.680
C 4.416 2.395 2.075
N 2.258 -0.664 5.050
H 2.116 2.687 4.801
H 2.476 1.583 6.218
H 0.852 1.684 5.573
H 1.292 0.432 3.670
H 3.701 -0.066 2.913
H 4.267 1.069 4.150
H 4.224 3.210 1.375
H 4.809 1.595 1.445
H 5.104 2.835 2.805
H 2.547 -1.421 4.405
H 3.010 -0.651 5.738
C 4.964 -1.723 -1.455
C 4.666 -3.020 -0.741
C 5.303 -4.228 -1.385
O 4.874 -5.445 -0.778
C 5.232 -6.537 -1.574
N 4.956 -2.941 0.690
H 6.005 -1.403 -1.357
H 4.375 -0.869 -1.118
H 4.693 -1.831 -2.510
H 3.581 -3.167 -0.779
H 6.402 -4.234 -1.375
H 5.021 -4.310 -2.445
H 6.305 -6.753 -1.565
H 4.829 -6.385 -2.581
H 4.780 -7.472 -1.233
H 5.924 -2.831 0.971
H 4.656 -3.828 1.087
*
```

Atom charges from the Löwdin analysis, given in e for atoms 1 to 99: C -0.064; C -0.432; C -0.213; O -0.231; C -0.092; N 0.036; H 0.074; H 0.072; H 0.083; H 0.139; H 0.124; H 0.121; H 0.093; H 0.087; H 0.060; H 0.066; H 0.069; C -0.066; C -0.420; C -0.240; O -0.151; C -0.115; N 0.053; H 0.077; H 0.070; H 0.074; H 0.137; H 0.087; H 0.119; H 0.089; H 0.079; H 0.083; H 0.073; H 0.001; C -0.068; C -0.419; C -0.233; O -0.178; C -0.123; N 0.025; H 0.078; H 0.058; H 0.083; H 0.140; H 0.132; H 0.120; H 0.088; H 0.089; H 0.087; H 0.066; H 0.067; C -0.054; C -0.386; C -0.190; O -0.184; C -0.102; N 0.069; H 0.082; H 0.060; H 0.068; H 0.124; H 0.126; H 0.106; H 0.088; H 0.058; H 0.076; H 0.035; H 0.069; C -0.074; C -0.432; C -0.194; O -0.204; C -0.118; N 0.045; H 0.060; H 0.076; H 0.085; H 0.132; H 0.136; H 0.125; H 0.080; H 0.087; H 0.088; H 0.072; H 0.073; C -0.042; C -0.419; C -0.226; O -0.195; C -0.100; N 0.021; H 0.073; H 0.082; H 0.070; H 0.122; H 0.112; H 0.118; H 0.090; H 0.081

The least stable of them is P.

--- P ---
The following is a quantum chemistry calculation of the molecule C6H6N2O2, from the Open Molecules 2025 dataset.

- LUMO level: -0.0093 hartree
- Highest occupied orbital energy: -8.5 eV
- SMILES string: O=C(O)/C=C\c1ncc[nH]1
- HOMO-LUMO gap: 8.2045 eV

The geometry in ORCA input format:
```
! wB97M-V def2-TZVPD RIJCOSX def2/J DEFGRID3
* xyz 0 1
C -2.067 -0.472 0.236
C -1.044 -1.536 0.186
C 0.292 -1.402 -0.109
C 1.135 -0.236 -0.179
C 2.895 0.957 -0.216
C 1.827 1.813 -0.202
H -3.921 -0.055 0.483
H -1.455 -2.551 0.206
H 0.864 -2.351 -0.125
H 3.925 1.273 -0.192
H 1.776 2.923 -0.117
H -0.274 1.331 -0.129
N 2.435 -0.292 -0.262
N 0.708 1.084 -0.166
O -3.323 -0.858 0.431
O -1.820 0.751 0.140
*
```

Electronic structure analysis, natural (NBO) charges in units of e: C 0.768; C -0.377; C -0.083; C 0.222; C -0.101; C -0.054; H 0.510; H 0.229; H 0.241; H 0.209; H 0.216; H 0.463; N -0.413; N -0.495; O -0.661; O -0.674

--- Q ---
The following is a quantum chemistry calculation of the molecule C6H6N2O2, from the Open Molecules 2025 dataset.

- LUMO level: -0.0108 hartree
- Highest occupied orbital energy: -9.2 eV
- SMILES string: O=C(NO)c1ccccn1
- HOMO-LUMO gap: 8.8699 eV

The geometry in ORCA input format:
```
! wB97M-V def2-TZVPD RIJCOSX def2/J DEFGRID3
* xyz 0 1
C 1.692 0.755 -0.023
C 0.254 0.393 -0.082
C -0.735 1.322 0.056
C -2.103 0.956 0.095
C -2.312 -0.488 0.098
C -1.237 -1.313 -0.052
H 1.669 -1.728 -0.443
H 3.602 0.161 -0.079
H -0.549 2.405 -0.078
H -2.892 1.691 0.145
H -3.352 -0.960 0.240
H -1.331 -2.414 -0.097
N 2.572 -0.197 0.291
N -0.001 -0.947 -0.075
O 2.599 -1.582 0.059
O 2.122 1.945 -0.057
*
```

Electronic structure analysis, natural (NBO) charges in units of e: C 0.573; C 0.081; C -0.201; C -0.147; C -0.233; C 0.029; H 0.498; H 0.397; H 0.250; H 0.232; H 0.233; H 0.201; N -0.300; N -0.437; O -0.554; O -0.621

The least stable of them is Q.

--- P ---
The following is a quantum chemistry calculation of a structure of composition C2H6NO2S2, from the Open Molecules 2025 dataset.

- LUMO level: 0.1211 hartree
- Highest occupied orbital energy: -4.3 eV
- HOMO-LUMO gap: 7.6265 eV

The geometry in ORCA input format:
```
! wB97M-V def2-TZVPD RIJCOSX def2/J DEFGRID3
* xyz -1 1
C -1.128 -2.442 2.128
S -2.415 -1.287 1.601
S -1.161 -0.224 0.127
H -0.737 -2.893 1.218
H -1.643 -3.257 2.653
H -0.360 -1.984 2.744
H -0.831 0.704 1.058
N 2.176 1.899 -1.779
C 0.751 1.684 -1.854
O 0.095 2.235 -2.741
O 0.321 0.853 -0.997
H 2.600 1.867 -2.695
H 2.332 2.846 -1.463
*
```

Electronic structure analysis, natural (NBO) charges in units of e: C -0.744; S -0.120; S 0.007; H 0.214; H 0.196; H 0.202; H 0.122; N -0.921; C 0.872; O -0.743; O -0.785; H 0.351; H 0.349

--- Q ---
The following is a quantum chemistry calculation of a cluster of 2 separate species, C2H6NO2S2 in total, from the Open Molecules 2025 dataset.

- LUMO level (alpha / beta): 0.1259 / 0.1295 hartree
- Highest occupied orbital energy (alpha / beta): -4.7 / -3.3 eV
- HOMO-LUMO gap (alpha / beta): 8.1351 / 6.8045 eV

The geometry in ORCA input format:
```
! wB97M-V def2-TZVPD RIJCOSX def2/J DEFGRID3
* xyz -1 1
C 1.524 -0.567 -0.232
C 0.894 0.824 -0.245
N 0.004 1.107 0.914
O -2.167 -1.259 1.324
O -1.549 -1.139 -1.000
S -3.474 1.012 -0.229
S -2.095 -0.420 0.128
H 2.571 -0.685 -0.265
H 0.983 -1.022 0.561
H 1.246 -1.009 -1.178
H 1.581 1.835 -0.300
H 0.274 0.918 -1.083
H 0.208 0.407 1.606
*
```

Electronic structure analysis, natural (NBO) charges in units of e: C -0.651; C -0.260; N -0.643; O -0.952; O -0.957; S -0.581; S 1.758; H 0.195; H 0.218; H 0.217; H 0.158; H 0.204; H 0.294

The least stable of them is Q.